Version A
{
  "formula": "C3H5NO3",
  "method": "wB97M-V/def2-TZVPD",
  "lumo_ev": [-0.15, -0.23],
  "homo_ev": [-8.8225, -9.9650],
  "gap_ha": [0.319, 0.358],
  "elements": ["C", "C", "C", "N", "O", "O", "O", "H", "H", "H", "H", "H"],
  "coordinates": [[-2.562, 0.680, 0.504], [-0.802, -1.688, -0.951], [2.125, 0.143, 0.311], [-1.594, 1.346, 0.242], [-3.541, 0.096, 0.590], [0.333, -1.523, -0.767], [0.946, 0.144, -0.445], [-1.635, -1.073, -0.939], [2.146, -0.159, 1.334], [2.286, 1.255, 0.353], [2.985, -0.404, -0.216], [-0.689, 1.184, -0.016]],
  "lowdin_charge": [-0.443, 0.094, -0.178, 0.225, 0.164, 0.058, -0.221, 0.041, 0.055, 0.103, 0.100, 0.004]
}

***

Version B
{
  "formula": "C3H5NO3",
  "method": "wB97M-V/def2-TZVPD",
  "lumo_ev": 0.55,
  "smiles": "C/C(O)=N\\C(=O)O",
  "homo_ev": -10.0670,
  "gap_ha": 0.390,
  "elements": ["C", "C", "O", "N", "C", "O", "O", "H", "H", "H", "H", "H"],
  "coordinates": [[1.114, 0.044, -0.988], [0.668, -0.273, 0.405], [1.671, -0.399, 1.261], [-0.483, -0.745, 0.744], [-1.644, -0.205, 0.337], [-2.635, -0.758, -0.036], [-1.476, 1.209, 0.299], [2.060, 0.596, -0.958], [1.278, -0.896, -1.537], [0.363, 0.622, -1.509], [1.351, -0.799, 2.083], [-2.266, 1.606, -0.102]],
  "lowdin_charge": [0.023, -0.409, 0.116, 0.181, -0.590, 0.104, 0.044, 0.092, 0.107, 0.083, 0.135, 0.111]
}

***

Version C
{
  "formula": "C3H5NO3",
  "method": "wB97M-V/def2-TZVPD",
  "lumo_ev": 0.71,
  "smiles": "C[C@@H]1ONC(=O)O1",
  "homo_ev": -10.2079,
  "gap_ha": 0.401,
  "elements": ["C", "C", "O", "N", "C", "O", "O", "H", "H", "H", "H", "H"],
  "coordinates": [[-1.628, -0.532, -0.279], [-0.467, 0.091, 0.506], [0.009, 1.191, -0.085], [1.403, 1.155, 0.165], [1.743, -0.237, 0.082], [2.869, -0.672, -0.113], [0.563, -0.898, 0.246], [-2.443, 0.166, -0.187], [-2.066, -1.495, 0.086], [-1.054, -0.639, -1.266], [-0.610, 0.177, 1.612], [1.680, 1.693, -0.768]],
  "lowdin_charge": [0.007, -0.433, -0.060, 0.117, -0.482, 0.111, 0.054, 0.074, 0.101, 0.127, 0.171, 0.212]
}

***

How far above the most stable structure does each one sit? In hartree: version A 0.2106; version B 0.0000; version C 0.0859.

***

Version A
{
  "formula": "C25H22NO4SV",
  "method": "wB97M-V/def2-TZVPD",
  "lumo_ev": [-0.70, -0.97],
  "s_squared": 2.0997,
  "homo_ev": [-7.3589, -7.9386],
  "gap_ha": [0.245, 0.256],
  "multiplicity": 3,
  "elements": ["C", "C", "C", "H", "C", "C", "H", "H", "H", "H", "C", "C", "C", "H", "C", "C", "H", "H", "H", "H", "V", "O", "C", "C", "H", "H", "H", "H", "C", "C", "C", "H", "C", "H", "C", "H", "C", "H", "O", "S", "O", "N", "C", "O", "C", "C", "C", "C", "C", "C", "H", "H", "H", "H"],
  "coordinates": [[2.130, 1.601, -0.987], [1.774, 0.580, -1.892], [0.370, 0.664, -2.134], [2.438, -0.061, -2.469], [-0.147, 1.791, -1.378], [0.951, 2.291, -0.584], [0.927, 3.206, 0.018], [3.144, 1.982, -0.893], [-0.167, 0.173, -2.950], [-1.035, 2.370, -1.696], [-1.531, -0.351, 1.826], [-0.430, -0.293, 2.701], [0.097, 1.009, 2.676], [-0.072, -1.083, 3.366], [-0.685, 1.802, 1.798], [-1.739, 0.978, 1.291], [-2.537, 1.315, 0.659], [-2.040, -1.288, 1.558], [0.806, 1.463, 3.347], [-0.599, 2.857, 1.617], [-0.024, 0.186, 0.221], [-1.205, -0.695, -0.699], [-2.033, -1.352, -1.675], [-2.646, -0.169, -2.296], [-1.513, -1.995, -2.476], [-2.808, -1.947, -1.140], [-2.001, 0.480, -2.845], [-3.901, 1.824, -3.570], [-4.539, 1.305, -2.751], [-3.904, 0.305, -1.981], [-4.798, -0.270, -0.902], [-4.354, -1.037, -0.293], [-6.068, 0.217, -0.737], [-6.707, -0.218, 0.023], [-6.650, 1.146, -1.612], [-7.655, 1.514, -1.453], [-5.824, 1.707, -2.593], [-6.279, 2.378, -3.329], [2.904, 0.434, 3.419], [3.238, 0.411, 2.031], [3.552, 1.655, 1.308], [2.036, -0.376, 1.130], [2.471, -1.605, 0.595], [1.717, -2.236, -0.170], [3.903, -1.835, 0.996], [4.586, -3.049, 0.813], [5.877, -3.208, 1.326], [6.471, -2.167, 2.074], [5.771, -0.975, 2.233], [4.487, -0.833, 1.739], [4.072, -3.875, 0.312], [6.412, -4.170, 1.193], [7.478, -2.371, 2.491], [6.283, -0.188, 2.746]],
  "mulliken_spin": [-0.028, 0.048, -0.057, 0.002, -0.032, 0.002, -0.002, 0.004, -0.004, 0.005, -0.032, 0.028, -0.058, -0.001, -0.017, -0.020, 0.008, 0.002, 0.003, 0.004, 1.120, 0.072, 0.021, 0.467, 0.018, 0.002, 0.039, 0.006, 0.232, -0.113, 0.222, 0.021, -0.115, -0.004, 0.250, 0.017, -0.122, -0.004, -0.001, 0.005, 0.001, 0.018, -0.019, 0.004, 0.006, 0.000, 0.000, 0.000, 0.000, 0.001, 0.000, 0.000, 0.000, 0.000]
}

***

Version B
{
  "formula": "C25H22NO4SV",
  "method": "wB97M-V/def2-TZVPD",
  "lumo_ev": [-1.59, -0.80],
  "s_squared": 2.0450,
  "homo_ev": [-8.3928, -8.3947],
  "gap_ha": [0.250, 0.279],
  "multiplicity": 3,
  "elements": ["C", "C", "C", "H", "C", "C", "H", "H", "H", "H", "C", "C", "C", "H", "C", "C", "H", "H", "H", "H", "V", "O", "C", "C", "H", "H", "H", "H", "C", "C", "C", "H", "C", "H", "C", "H", "C", "H", "O", "S", "O", "N", "C", "O", "C", "C", "C", "C", "C", "C", "H", "H", "H", "H"],
  "coordinates": [[2.142, 1.030, -1.009], [2.243, -0.176, -0.238], [1.398, -1.163, -0.840], [2.932, -0.324, 0.598], [0.766, -0.572, -1.980], [1.234, 0.779, -2.091], [1.006, 1.473, -2.902], [2.713, 1.950, -0.851], [1.352, -2.223, -0.576], [0.174, -1.102, -2.733], [-1.579, 0.726, 1.574], [-0.739, 1.854, 1.828], [-0.698, 2.673, 0.656], [-0.389, 2.161, 2.812], [-1.622, 2.106, -0.307], [-2.170, 0.895, 0.269], [-2.994, 0.309, -0.135], [-1.832, -0.044, 2.297], [-0.104, 3.576, 0.555], [-1.937, 2.570, -1.232], [0.141, 0.683, -0.110], [-2.235, -2.464, -1.694], [-1.802, -3.785, -1.272], [-2.399, -3.586, -2.642], [-0.724, -3.917, -1.211], [-2.433, -4.287, -0.538], [-1.701, -3.570, -3.486], [-3.216, -4.961, -4.819], [-4.036, -4.789, -4.115], [-3.766, -4.044, -2.938], [-4.817, -3.835, -2.019], [-4.626, -3.268, -1.102], [-6.098, -4.326, -2.295], [-6.904, -4.121, -1.587], [-6.353, -5.069, -3.456], [-7.355, -5.453, -3.654], [-5.306, -5.308, -4.360], [-5.488, -5.902, -5.257], [2.325, 5.980, 2.830], [3.047, 5.090, 1.949], [3.783, 5.654, 0.836], [2.165, 3.787, 1.510], [2.496, 2.627, 2.141], [1.797, 1.569, 2.185], [3.788, 2.765, 2.844], [4.511, 1.817, 3.580], [5.571, 2.223, 4.393], [5.910, 3.582, 4.481], [5.188, 4.527, 3.732], [4.148, 4.089, 2.917], [4.242, 0.766, 3.520], [6.149, 1.515, 4.994], [6.716, 3.918, 5.143], [5.389, 5.594, 3.804]],
  "mulliken_spin": [-0.024, -0.008, 0.011, 0.011, -0.013, -0.039, -0.005, -0.003, -0.005, -0.001, 0.022, -0.047, -0.037, 0.003, -0.063, 0.025, 0.000, -0.006, 0.000, -0.007, 2.166, 0.021, 0.001, 0.000, -0.001, 0.000, 0.000, 0.000, 0.000, 0.000, 0.000, 0.000, 0.000, 0.000, 0.000, 0.000, 0.000, 0.000, 0.000, 0.000, 0.000, 0.002, -0.003, 0.004, -0.003, 0.000, 0.000, 0.000, 0.000, 0.000, 0.000, 0.000, 0.000, 0.000]
}

***

How far above the most stable structure does each one sit? In hartree: version A 0.0577; version B 0.0000.

***

Version A
{
  "formula": "C4H7O2",
  "method": "wB97M-V/def2-TZVPD",
  "lumo_ev": 4.43,
  "smiles": "CCCC(=O)[O-]",
  "total_charge": -1,
  "homo_ev": -3.8251,
  "gap_ha": 0.303,
  "elements": ["C", "C", "C", "C", "O", "O", "H", "H", "H", "H", "H", "H", "H"],
  "coordinates": [[0.543, -0.786, -1.510], [1.432, -0.207, -0.449], [0.764, 0.518, 0.789], [-0.712, 0.296, 0.559], [-1.272, 0.963, -0.379], [-1.149, -0.685, 1.249], [0.166, 0.186, -2.095], [-0.347, -1.180, -1.079], [1.042, -1.591, -2.058], [2.033, 0.670, -0.717], [2.143, -1.010, 0.069], [1.062, 1.652, 0.834], [1.100, 0.124, 1.742]],
  "lowdin_charge": [-0.149, -0.282, -0.176, -0.767, -0.123, -0.112, 0.119, 0.041, 0.057, 0.075, 0.123, 0.117, 0.076]
}

***

Version B
{
  "formula": "C4H7O2",
  "method": "wB97M-V/def2-TZVPD",
  "lumo_ev": 3.97,
  "smiles": "CCCC(=O)[O-]",
  "total_charge": -1,
  "homo_ev": -3.8042,
  "gap_ha": 0.286,
  "elements": ["C", "C", "C", "C", "O", "O", "H", "H", "H", "H", "H", "H", "H"],
  "coordinates": [[-1.705, 0.350, 0.524], [-0.392, 0.373, -0.264], [0.686, -0.604, 0.215], [1.943, -0.429, -0.693], [1.945, -0.997, -1.807], [2.814, 0.333, -0.200], [-1.484, 0.550, 1.566], [-2.311, -0.567, 0.606], [-2.371, 1.082, 0.056], [0.062, 1.374, -0.172], [-0.534, 0.386, -1.351], [0.342, -1.636, 0.336], [1.005, -0.215, 1.185]],
  "lowdin_charge": [-0.140, -0.286, -0.166, -0.767, -0.099, -0.110, 0.055, 0.059, 0.055, 0.109, 0.102, 0.098, 0.091]
}

***

Version C
{
  "formula": "C4H7O2",
  "method": "wB97M-V/def2-TZVPD",
  "lumo_ev": 3.81,
  "smiles": "[O-]/C=C/CCO",
  "total_charge": -1,
  "homo_ev": -1.9413,
  "gap_ha": 0.211,
  "elements": ["O", "C", "C", "C", "C", "O", "H", "H", "H", "H", "H", "H", "H"],
  "coordinates": [[1.516, 0.924, 2.297], [0.930, 0.639, 1.231], [-0.162, -0.187, 1.137], [-0.874, -0.264, -0.096], [-0.100, -0.653, -1.399], [-1.004, -0.485, -2.584], [1.307, 1.194, 0.349], [-0.603, -0.478, 2.172], [-1.715, -1.102, 0.082], [-1.316, 0.675, -0.229], [0.542, 0.189, -1.474], [0.330, -1.630, -1.297], [-1.406, 0.437, -2.546]],
  "lowdin_charge": [-0.202, -0.498, -0.242, -0.321, -0.213, -0.167, 0.086, 0.102, 0.135, 0.060, 0.071, 0.101, 0.088]
}

***

How far above the most stable structure does each one sit? In hartree: version A 0.0344; version B 0.0000; version C 0.1015.

***

Version A
{
  "formula": "C9H14",
  "method": "wB97M-V/def2-TZVPD",
  "lumo_ev": 1.04,
  "smiles": "Cc1ccccc1.CC",
  "homo_ev": -8.9091,
  "gap_ha": 0.366,
  "elements": ["C", "C", "C", "C", "C", "C", "C", "H", "H", "H", "H", "H", "H", "H", "H", "C", "C", "H", "H", "H", "H", "H", "H"],
  "coordinates": [[-1.560, 1.739, -0.739], [-0.348, 0.907, -1.084], [-0.377, -0.044, -2.103], [0.751, -0.751, -2.441], [1.920, -0.537, -1.703], [1.913, 0.370, -0.662], [0.781, 1.107, -0.297], [-1.536, 2.346, 0.159], [-2.490, 1.227, -0.968], [-1.682, 2.474, -1.582], [-1.306, -0.333, -2.565], [0.777, -1.375, -3.325], [2.834, -1.050, -1.977], [2.875, 0.582, -0.196], [0.846, 1.884, 0.450], [-0.286, -0.339, 2.495], [-0.561, -1.823, 2.179], [-0.517, -0.162, 3.563], [0.764, -0.129, 2.386], [-0.925, 0.397, 2.028], [-1.476, -2.113, 2.707], [-0.662, -1.979, 1.107], [0.266, -2.400, 2.568]],
  "lowdin_charge": [-0.063, -0.286, -0.063, -0.090, -0.100, -0.097, -0.069, 0.072, 0.071, 0.093, 0.108, 0.101, 0.098, 0.103, 0.112, -0.174, -0.148, 0.066, 0.048, 0.045, 0.062, 0.056, 0.057]
}

***

Version B
{
  "formula": "C9H14",
  "method": "wB97M-V/def2-TZVPD",
  "lumo_ev": 1.03,
  "smiles": "Cc1ccccc1.CC",
  "homo_ev": -8.9083,
  "gap_ha": 0.365,
  "elements": ["C", "C", "C", "C", "C", "C", "C", "H", "H", "H", "H", "H", "H", "H", "H", "C", "C", "H", "H", "H", "H", "H", "H"],
  "coordinates": [[-0.357, -0.944, -2.074], [-0.429, 0.263, -1.156], [0.024, 1.534, -1.575], [-0.424, 2.678, -0.924], [-1.336, 2.555, 0.117], [-1.676, 1.328, 0.648], [-1.286, 0.173, -0.045], [-0.407, -0.657, -3.125], [-1.236, -1.570, -1.942], [0.556, -1.444, -1.774], [0.739, 1.610, -2.375], [0.001, 3.657, -1.134], [-1.872, 3.401, 0.541], [-2.340, 1.136, 1.480], [-1.405, -0.773, 0.475], [1.109, -1.887, 2.263], [1.747, -1.365, 0.990], [0.607, -1.089, 2.803], [0.359, -2.628, 1.978], [1.771, -2.422, 2.938], [0.978, -1.000, 0.304], [2.413, -2.027, 0.441], [2.464, -0.528, 1.148]],
  "lowdin_charge": [-0.049, -0.296, -0.045, -0.087, -0.112, -0.085, -0.072, 0.080, 0.077, 0.066, 0.105, 0.104, 0.100, 0.101, 0.109, -0.164, -0.169, 0.062, 0.062, 0.058, 0.015, 0.062, 0.078]
}

***

How far above the most stable structure does each one sit? In hartree: version A 0.0000; version B 0.0086.